Entry 1:
100
Properties=species:S:1:pos:R:3:forces:R:3:lowdin_charge:R:1 method="wB97M-V/def2-TZVPD" molar_mass_g_mol=831.68 e_homo_ev="-12.9 / -13.0" total_charge=+2 orbital_gap_ev="7.21 / 8.09" multiplicity=2 energy_ev=-210655.701
Co 0.273394 -0.283746 -0.022594 -0.471 1.631 -0.170 0.43
C 0.292226 2.661631 1.037615 -0.069 0.069 0.240 -0.14
C -0.904588 2.235038 1.870034 0.052 -0.097 -0.111 -0.10
C -0.650532 0.952827 2.608380 -0.030 0.094 -0.011 -0.25
C -1.123504 0.801187 3.906039 0.064 -0.016 0.010 0.01
C -0.754238 -0.301762 4.652749 -0.004 0.008 -0.031 -0.01
C 0.128757 -1.214148 4.093536 0.022 0.055 0.032 -0.04
C 0.524538 -1.024084 2.787380 0.027 0.109 0.147 -0.15
N 0.112708 0.008621 2.031882 0.196 -0.750 -0.299 0.05
N 0.431401 1.910978 -0.219706 0.046 -0.841 0.050 -0.18
C 1.776855 2.153209 -0.782036 0.100 -0.040 -0.076 -0.09
C 2.807094 1.207035 -0.235529 0.078 0.089 0.034 -0.24
C 4.125330 1.591594 -0.048839 0.013 0.002 0.006 0.01
C 5.047903 0.646604 0.368805 -0.031 -0.024 0.004 -0.01
C 4.617946 -0.653475 0.590757 0.001 0.006 0.004 -0.02
C 3.282858 -0.947010 0.391485 0.068 0.057 0.031 -0.12
N 2.389346 -0.039426 -0.013041 0.047 -0.250 0.051 0.06
C -0.576753 2.305504 -1.208782 -0.147 -0.004 -0.078 -0.12
C -0.551985 1.320962 -2.337827 -0.025 0.103 0.015 -0.28
C -0.861009 1.678136 -3.637493 -0.050 -0.001 -0.006 0.00
C -0.810292 0.718247 -4.634626 0.009 -0.052 0.019 -0.01
C -0.420672 -0.568115 -4.299067 -0.020 0.025 -0.011 -0.01
C -0.115614 -0.843168 -2.981008 -0.096 0.100 -0.121 -0.11
N -0.194047 0.071890 -2.008405 0.508 -0.648 0.278 0.05
H 1.203314 2.497896 1.616914 0.033 0.044 -0.040 0.14
H 0.227450 3.732894 0.816630 0.012 -0.019 -0.058 0.14
H -1.806352 2.157661 1.263582 -0.038 0.042 0.007 0.06
H -1.105906 3.012333 2.606883 -0.033 0.010 -0.007 0.14
H -1.754460 1.573354 4.325127 -0.010 -0.007 -0.001 0.13
H -1.119414 -0.432731 5.662621 0.009 0.020 0.006 0.13
H 0.496873 -2.060125 4.656378 0.006 -0.008 -0.021 0.12
H 1.207399 -1.715374 2.313699 -0.095 0.081 0.040 0.06
H 2.082270 3.189534 -0.613538 -0.055 0.021 -0.017 0.14
H 1.737839 1.996319 -1.862231 -0.019 0.043 0.005 0.14
H 4.423212 2.615082 -0.233714 -0.011 0.002 0.005 0.13
H 6.083099 0.919374 0.522833 0.001 0.002 -0.008 0.13
H 5.301307 -1.424818 0.915845 -0.003 -0.002 0.002 0.12
H 2.910468 -1.950294 0.561300 0.022 0.021 0.008 0.07
H -0.403478 3.322985 -1.575579 0.025 0.004 0.026 0.15
H -1.561707 2.283141 -0.740291 0.001 0.043 0.042 0.08
H -1.137343 2.699811 -3.862282 0.012 0.005 0.014 0.13
H -1.055818 0.969316 -5.657632 0.002 0.025 0.006 0.13
H -0.345836 -1.345044 -5.046414 -0.003 -0.017 0.021 0.12
H 0.199366 -1.826991 -2.683764 0.031 0.009 -0.011 0.05
C -5.414297 -0.528335 -4.260968 -0.007 -0.019 0.016 -0.07
C -4.795639 0.676584 -3.962279 -0.007 0.023 -0.047 -0.07
C -4.177052 0.857446 -2.734304 0.060 -0.024 0.032 -0.13
C -4.185483 -0.155247 -1.777258 -0.008 -0.116 0.076 -0.37
C -4.804962 -1.363805 -2.088919 0.028 0.030 -0.005 -0.13
C -5.414330 -1.548976 -3.321820 0.003 -0.002 -0.042 -0.06
As -3.218591 0.069744 -0.092786 0.048 -0.100 0.086 1.36
C -4.138549 1.582208 0.760184 0.008 -0.010 0.011 -0.39
C -4.562820 1.469081 2.083114 0.040 -0.027 -0.008 -0.11
C -5.105240 2.561611 2.746772 0.009 0.029 0.005 -0.07
C -5.225650 3.783672 2.102044 -0.007 -0.006 0.007 -0.07
C -4.792901 3.910838 0.790005 0.002 0.031 0.023 -0.07
C -4.245071 2.821189 0.128651 0.045 -0.069 -0.023 -0.13
C -3.937328 -1.346407 1.024300 -0.035 0.044 -0.072 -0.42
C -5.295613 -1.660369 1.045844 -0.001 0.019 0.054 -0.11
C -5.776295 -2.612861 1.930544 -0.019 0.008 -0.016 -0.05
C -4.910533 -3.238226 2.819245 0.044 -0.011 0.038 -0.06
C -3.562313 -2.913518 2.820315 -0.007 -0.016 0.004 -0.08
C -3.076584 -1.975402 1.917395 0.001 0.030 -0.079 -0.15
H -5.899180 -0.668858 -5.217687 -0.001 0.004 0.002 0.11
H -4.801923 1.480963 -4.687025 0.013 0.004 0.009 0.11
H -3.689907 1.802431 -2.533867 0.017 0.022 -0.009 0.07
H -4.829949 -2.163549 -1.362050 0.041 -0.058 -0.051 0.09
H -5.898756 -2.491006 -3.544323 -0.001 0.006 0.004 0.11
H -4.484487 0.522764 2.603132 -0.020 -0.004 0.006 0.10
H -5.444253 2.452330 3.768960 -0.009 -0.003 -0.003 0.11
H -5.660988 4.630151 2.615784 0.008 0.004 0.001 0.11
H -4.885770 4.860408 0.279179 -0.003 -0.008 -0.012 0.11
H -3.915385 2.950537 -0.893882 -0.026 0.020 -0.018 0.08
H -5.980661 -1.146295 0.382280 -0.012 -0.022 0.027 0.12
H -6.829255 -2.861964 1.935344 -0.001 0.018 0.010 0.12
H -5.289079 -3.970672 3.519862 -0.010 -0.003 -0.012 0.11
H -2.895092 -3.389912 3.527316 0.020 -0.012 -0.004 0.10
H -2.022486 -1.712328 1.912791 0.006 -0.034 0.018 0.06
C -0.108313 -4.296528 2.436252 0.025 0.016 -0.070 -0.15
C 0.987764 -4.039764 1.403898 -0.100 0.062 0.009 -0.40
As 0.408963 -2.938103 -0.127308 -0.205 0.020 -0.064 1.25
C -1.174041 -3.971826 -0.637313 -0.011 0.058 -0.111 -0.39
C -1.824116 -3.488191 -1.926491 0.033 -0.012 0.048 -0.16
C 1.660525 -3.562865 -1.533650 0.017 0.081 0.044 -0.40
C 2.226734 -4.967225 -1.348614 -0.033 0.067 -0.019 -0.15
H 0.314782 -4.804853 3.303130 -0.013 -0.015 0.007 0.09
H -0.882254 -4.942162 2.023865 -0.027 0.013 0.029 0.07
H -0.583222 -3.379655 2.781896 -0.022 -0.056 -0.014 0.02
H 1.297306 -4.990636 0.975122 0.069 0.032 -0.006 0.06
H 1.872143 -3.592779 1.862571 0.015 -0.029 -0.033 0.06
H -1.886536 -3.916522 0.183781 0.008 0.049 0.085 0.05
H -0.854109 -5.011524 -0.733030 0.017 -0.006 0.071 0.08
H -2.081335 -2.430182 -1.863484 -0.104 0.028 -0.038 0.04
H -2.738425 -4.048005 -2.120615 -0.023 0.019 -0.002 0.09
H -1.173057 -3.631545 -2.790699 -0.023 -0.013 -0.011 0.07
H 2.468106 -2.835621 -1.633888 -0.059 0.043 -0.008 0.06
H 1.090100 -3.534496 -2.462827 0.014 0.009 0.000 0.05
H 2.923370 -5.021072 -0.513281 -0.002 -0.027 0.008 0.07
H 2.770760 -5.256025 -2.247832 0.010 -0.009 0.008 0.09
H 1.439572 -5.706501 -1.195750 0.022 -0.023 0.014 0.07

=====

Entry 2:
18
Properties=species:S:1:pos:R:3:forces:R:3:lowdin_charge:R:1 method="wB97M-V/def2-TZVPD" molar_mass_g_mol=101.15 e_homo_ev=-8.0 orbital_gap_ev=8.84 smiles="C=C(O)N(C)CC" multiplicity=1 energy_ev=-8898.671 e_above_lowest_kcal_mol=69.8
C -0.918816 -0.465246 -2.306356 -0.321 0.209 0.115 -0.06
C -0.034381 -0.371568 -1.173045 -0.114 0.132 0.114 -0.51
O 1.007913 -1.115733 -1.419952 -0.063 0.008 -0.190 -0.01
N -0.075883 0.363544 -0.064499 0.009 -0.164 -0.218 -0.11
C -1.280924 1.054977 0.353249 -0.127 0.045 0.006 -0.03
C 1.096472 0.451641 0.803680 0.118 0.043 0.016 -0.21
C 1.106660 -0.617118 1.890437 -0.020 -0.042 0.035 -0.07
H -1.453799 -1.417572 -2.320559 0.119 0.076 -0.004 0.05
H -1.561985 0.378133 -2.557533 0.081 -0.112 0.054 0.04
H 0.469762 -1.093825 -2.498766 0.277 -0.141 0.188 0.17
H -1.147483 2.141390 0.291268 -0.008 -0.144 0.012 0.10
H -2.108966 0.757174 -0.290792 0.127 0.044 0.096 0.09
H -1.526612 0.791488 1.388437 0.046 0.037 -0.146 0.09
H 1.979596 0.347691 0.168562 -0.106 0.029 0.104 0.12
H 1.105571 1.456214 1.243404 -0.015 -0.131 -0.060 0.12
H 1.981762 -0.492698 2.536608 -0.119 -0.018 -0.098 0.08
H 1.148688 -1.610700 1.434758 -0.005 0.136 0.072 0.08
H 0.212426 -0.557791 2.521099 0.122 -0.006 -0.095 0.07

=====

Entry 3:
71
Properties=species:S:1:pos:R:3:forces:R:3:lowdin_charge:R:1 method="wB97M-V/def2-TZVPD" molar_mass_g_mol=439.95 e_homo_ev=-6.4 total_charge=-1 orbital_gap_ev=8.67 multiplicity=1 energy_ev=-52315.424 e_above_lowest_kcal_mol=45.1
Cl -0.233048 -2.319062 0.943885 0.289 -1.484 0.838 0.56
O -0.315716 -3.479459 0.130434 0.023 -1.130 -1.556 -0.39
O 0.525616 -2.707824 2.112982 0.040 0.748 0.493 -0.39
O 0.406892 -1.257208 0.255456 0.873 1.234 -0.670 -0.38
O -1.558972 -1.931526 1.280081 -1.231 0.756 0.842 -0.39
C 4.252471 2.040553 2.043494 -0.968 -1.156 0.261 -0.05
C 4.307630 3.387498 2.639363 -0.068 1.489 0.818 -0.53
C 4.168837 3.518488 4.155940 0.049 -0.606 0.154 -0.05
O 5.530889 3.969530 2.277334 0.857 1.253 -0.617 -0.06
H 4.089367 2.039273 0.965768 -0.008 0.187 0.078 0.09
H 3.421690 1.533918 2.534634 -0.032 -0.533 -0.301 0.09
H 5.173699 1.490589 2.235788 0.017 -0.082 0.169 0.08
H 3.531762 4.062020 2.277217 -0.029 -0.181 -0.686 0.14
H 4.020336 4.553077 4.465256 0.104 0.056 -0.240 0.08
H 5.104992 3.177945 4.598367 -0.014 -0.191 0.338 0.07
H 3.338898 2.942818 4.565702 0.022 -0.139 -0.033 0.08
H 6.236543 3.504500 2.732749 0.049 -0.113 0.046 0.08
C -1.473801 3.157899 -2.294945 -0.420 1.313 0.209 -0.06
C -0.420635 3.877585 -1.438763 -1.830 -1.093 0.673 -0.52
C -0.909139 4.082980 -0.000549 -0.238 0.704 0.097 -0.06
O 0.698285 3.079801 -1.468220 2.510 -0.177 -0.197 -0.05
H -1.742385 2.167083 -1.928566 0.282 -0.036 0.123 0.08
H -1.122762 3.110825 -3.325786 -0.116 -0.131 0.023 0.08
H -2.365958 3.780607 -2.228705 -0.359 -0.136 -0.406 0.07
H -0.207043 4.858148 -1.864182 0.331 -0.112 -0.161 0.14
H -0.216456 4.668367 0.604121 0.333 -0.078 -0.158 0.07
H -1.111147 3.169375 0.558585 0.020 -0.255 -0.304 0.08
H -1.822950 4.677128 -0.005843 -0.228 -0.062 -0.037 0.07
H 0.521701 2.219017 -1.081586 -0.227 -0.085 0.140 0.10
C -1.483410 -2.000334 -4.552335 -0.846 -0.026 -0.270 -0.05
C -0.824926 -3.236739 -5.140439 0.844 1.197 -0.333 -0.53
C -0.215778 -3.022938 -6.507603 -0.517 -0.271 -1.237 -0.06
O 0.269304 -3.513509 -4.348635 1.469 -0.887 1.318 -0.05
H -1.502862 -2.063141 -3.464322 -0.313 -0.230 0.077 0.08
H -2.501075 -1.952766 -4.939904 -0.187 0.355 0.169 0.08
H -0.974674 -1.056621 -4.749040 0.227 -0.182 -0.409 0.08
H -1.477693 -4.109661 -5.144295 -0.520 0.088 -0.169 0.13
H 0.710195 -2.450914 -6.566460 -0.185 0.358 0.733 0.08
H -0.938759 -2.544489 -7.168267 -0.050 -0.015 -0.182 0.07
H 0.068557 -3.973040 -6.959889 -0.222 -0.217 0.016 0.07
H -0.046751 -3.514719 -3.442154 0.338 -0.150 0.390 0.09
C 5.232256 -3.325236 1.376931 -0.899 -0.038 0.073 -0.16
O 4.692622 -4.528932 1.910712 0.328 -0.481 -0.310 -0.13
H 4.486989 -2.820231 0.762390 -0.142 0.302 0.224 0.08
H 5.511463 -2.720694 2.239877 0.363 0.431 -0.388 0.07
H 6.045218 -3.508553 0.674358 0.318 -0.324 0.452 0.07
H 3.735888 -4.461735 1.952579 -0.053 0.146 -0.053 0.07
C -1.951516 0.116588 5.298840 -0.948 -0.251 -0.536 -0.19
O -0.565425 0.240730 5.317525 0.688 0.266 -0.002 -0.11
H -2.422321 0.622535 4.455957 0.084 0.517 -0.149 0.07
H -2.231544 -0.921041 5.117146 -0.238 -0.242 0.618 0.08
H -2.373373 0.539443 6.210602 0.082 -0.299 0.068 0.08
H -0.260010 -0.209967 4.526830 0.354 -0.058 -0.091 0.08
C -6.680738 -4.053111 2.759360 -1.401 0.068 -0.698 -0.22
O -5.431121 -4.504737 3.074365 1.647 -0.606 0.654 -0.10
H -6.792946 -2.969198 2.784328 0.025 0.210 0.256 0.07
H -6.989327 -4.370177 1.763200 -0.119 -0.072 -0.276 0.07
H -7.374970 -4.528939 3.451995 -0.085 0.251 0.121 0.08
H -4.789401 -4.322374 2.384038 -0.024 0.171 -0.054 0.09
C 3.529365 0.215836 -3.858717 -0.261 -0.111 0.606 -0.17
O 3.039300 1.447676 -4.336455 -0.368 0.201 -0.643 -0.13
H 4.259461 0.471373 -3.090746 0.461 -0.705 -0.057 0.08
H 2.742637 -0.387659 -3.406008 -0.159 0.003 0.193 0.08
H 3.905593 -0.408090 -4.669446 0.372 0.450 -0.045 0.08
H 2.558579 1.847445 -3.607971 -0.118 0.196 -0.006 0.06
C -5.516730 1.185426 0.667784 -0.275 -0.304 0.684 -0.16
O -6.420872 2.105812 1.260667 -0.554 0.311 -0.339 -0.13
H -5.409035 0.429902 1.446044 0.734 -0.014 -0.167 0.08
H -5.931977 0.652272 -0.187450 -0.049 0.227 -0.238 0.07
H -4.593141 1.703714 0.409999 0.187 -0.385 -0.011 0.07
H -6.916650 2.526851 0.554594 -0.019 0.158 0.076 0.06

=====

Entry 4:
18
Properties=species:S:1:pos:R:3:forces:R:3:lowdin_charge:R:1 method="wB97M-V/def2-TZVPD" molar_mass_g_mol=101.15 e_homo_ev=-9.8 orbital_gap_ev=10.74 smiles="CC(C)CNC=O" multiplicity=1 energy_ev=-8900.984 e_above_lowest_kcal_mol=16.5
C 0.425636 -0.675383 -1.650000 0.316 0.557 -0.938 -0.08
C -0.070849 -0.798601 -0.207906 1.130 -0.262 0.224 -0.40
C 0.596143 -2.002486 0.480600 0.624 0.414 0.340 -0.08
C 0.207159 0.503506 0.537838 -0.712 -0.022 0.390 -0.19
N -0.677966 1.572133 0.066504 0.307 0.814 0.321 0.02
C -1.260493 2.397463 1.008437 0.033 -0.307 -0.019 -0.35
O -1.212603 2.227740 2.203166 -0.041 -0.139 0.178 0.02
H 1.394604 -1.139566 -1.857114 -0.210 -0.594 0.424 0.07
H 0.697316 0.347652 -1.952985 -0.621 0.124 0.270 0.07
H -0.277327 -1.030819 -2.400398 -0.051 -0.135 0.021 0.07
H -1.137415 -0.996376 -0.136406 -0.194 0.249 -0.326 0.13
H 0.581647 -1.873336 1.567009 -0.635 -0.406 0.001 0.07
H 0.139550 -2.924659 0.132394 -0.126 -0.149 0.328 0.08
H 1.672274 -2.113088 0.304676 -0.079 0.316 -0.486 0.07
H -0.061061 0.440180 1.594823 0.249 -0.353 -0.044 0.11
H 1.264236 0.771438 0.482698 0.038 0.119 -0.130 0.13
H -0.426398 2.064896 -0.778651 -0.185 -0.256 -0.144 0.12
H -1.854454 3.229306 0.605316 0.158 0.032 -0.410 0.13